(1)
27
Properties=species:S:1:pos:R:3 method="wB97M-V/def2-TZVPD" max_force_ev_per_a=5.588 charge=+3 e_tot_ha=-3176.96552 orbital_gap_ev="6.16 / 6.16" lumo_energy_ev="-14.2 / -14.2"
O -1.2179 -0.0567 -3.6255
C -0.3754 0.0198 -2.8519
Ga 1.3401 0.1107 -1.4838
O 3.5559 0.4913 -3.9290
C 2.8001 0.3450 -3.0861
C 2.8913 0.1030 0.0469
O 3.7195 0.1781 0.8433
C 1.5085 -2.0579 -1.5099
O 1.5685 -3.2026 -1.5496
C 1.0143 2.2456 -1.2860
O 0.8692 3.3720 -1.1486
C -2.2416 -1.6824 -0.6698
O -0.8626 -1.6382 -0.2089
P -0.0122 -0.6420 0.9197
O -1.2093 -0.6705 2.0169
C -2.3485 0.2051 2.2124
O 0.1020 1.1460 1.0657
C 0.9614 1.4079 2.2300
H -2.2758 -2.4826 -1.4358
H -2.5225 -0.7512 -1.2058
H -2.9567 -1.9815 0.1279
H -2.5337 0.8537 1.3492
H -3.1999 -0.4602 2.4500
H -2.1264 0.8135 3.1251
H 0.4043 1.9498 3.0097
H 1.2624 0.4288 2.6342
H 1.8850 1.9556 1.9598


(2)
19
Properties=species:S:1:pos:R:3 method="wB97M-V/def2-TZVPD" e_above_lowest_ev=0.207 max_force_ev_per_a=3.830 charge=0 e_tot_ha=-646.84352 orbital_gap_ev="7.15 / 8.72" spin_multiplicity=4 lumo_energy_ev="-0.3 / -1.2"
O 0.5158 3.2210 1.9819
O -0.0365 3.2624 3.0945
C -2.1642 -2.5318 -0.7436
C -1.7257 -1.1050 -0.8827
O -2.5512 -0.1822 -0.9464
C -0.3013 -0.8496 -0.8844
C 0.1178 0.4397 -0.9381
C 1.5150 0.7689 -0.8359
C 2.1049 0.9796 0.5741
O 1.8964 2.0877 -0.3111
C 1.1857 1.0212 1.7465
O 1.1638 0.8044 2.9033
H -1.3302 -3.2233 -0.6449
H -2.8146 -2.6394 0.1313
H -2.7452 -2.7979 -1.6309
H 0.4194 -1.6408 -0.7158
H -0.5631 1.2789 -1.0074
H 2.1625 0.4531 -1.6778
H 3.1509 0.6533 0.7875


(3)
45
Properties=species:S:1:pos:R:3 method="wB97M-V/def2-TZVPD" e_above_lowest_ev=1.504 max_force_ev_per_a=3.712 charge=0 e_tot_ha=-1146.58482 orbital_gap_ev=9.34 lumo_energy_ev=-0.6
O -2.2107 0.6630 -1.8246
H -2.2757 1.5060 -1.4246
H -2.2957 0.8410 -2.7366
O -1.1797 3.1070 -0.0796
H -0.6557 3.5090 0.5814
H -0.8487 3.4890 -0.8986
O -0.0667 -0.0300 0.3384
H 0.1073 -0.6940 -0.3816
H 0.1423 0.7770 -0.1796
O -2.6487 0.7630 1.5584
H -2.0277 0.6100 0.8924
H -2.3017 1.5520 2.0314
O -0.3527 1.8910 3.2964
H -0.4067 0.9870 3.0464
H -0.0697 2.3680 2.5574
O -2.4397 -2.3620 1.1304
H -1.6007 -2.6370 0.6924
H -2.8207 -3.2390 1.3214
O 1.3703 3.2820 0.8584
H 2.2163 2.8510 1.0414
H 1.6113 3.5100 -0.0836
O 0.1913 -1.5810 -2.0686
H 0.5623 -2.4520 -2.2186
H -0.2227 -1.3840 -2.9456
O 2.6963 -2.6730 -0.7256
H 2.7983 -2.4300 -1.6366
H 2.7663 -1.8820 -0.1726
O -2.7287 -2.0170 -1.4476
H -2.8297 -2.0700 -0.5026
H -2.4057 -1.1010 -1.6086
O -0.1337 -0.7280 2.8724
H -0.7317 -1.4810 3.0324
H -0.1137 -0.6620 1.8774
O 0.0443 -3.0370 0.5074
H -0.1177 -3.9940 0.1944
H 0.8803 -2.8470 0.1474
O 1.8783 0.5630 -1.7156
H 2.7463 0.1980 -1.5356
H 1.3723 -0.2180 -1.9306
O 2.0743 3.2910 -1.7186
H 1.8313 2.3700 -1.8126
H 1.8353 3.6590 -2.5476
O 2.3733 -0.7220 1.1434
H 1.4523 -0.5680 1.0074
H 2.5353 -0.9790 2.0684


(4)
160
Properties=species:S:1:pos:R:3 method="wB97M-V/def2-TZVPD" e_above_lowest_ev=6.027 max_force_ev_per_a=4.952 charge=0 e_tot_ha=-3107.11918 orbital_gap_ev=8.81 lumo_energy_ev=0.6
C -28.5219 11.1781 -15.3392
O -29.7306 11.9756 -15.5712
C -30.3573 11.8055 -16.8926
C -31.2643 13.0185 -17.2460
N -32.2785 13.4881 -16.2101
C -33.1689 12.3794 -15.7071
C -34.1556 12.9098 -14.6886
O -33.3875 13.6107 -13.6600
C -32.5243 12.8760 -12.8106
H -27.8928 11.5585 -14.5344
H -27.8488 11.0945 -16.1925
H -28.8306 10.1437 -15.1876
H -30.9844 10.9150 -16.9340
H -29.5151 11.7596 -17.5831
H -31.8752 12.7436 -18.1058
H -30.5796 13.7338 -17.7018
H -31.6203 13.6298 -15.4572
H -32.7111 11.5545 -15.1611
H -33.8299 11.9813 -16.4769
H -34.6793 12.0625 -14.2461
H -34.8829 13.6207 -15.0808
H -31.8854 12.1807 -13.3551
H -32.9788 12.1960 -12.0901
H -31.9257 13.6467 -12.3250
C -24.1989 11.5994 -18.2543
O -23.8380 12.9429 -17.6443
C -24.1248 14.0994 -18.3828
C -23.2682 15.1889 -17.7699
N -23.9427 15.7463 -16.6329
C -23.1169 16.6421 -15.8745
C -23.4392 18.1133 -16.2596
O -24.8879 18.2898 -16.1077
C -25.2690 19.6226 -16.4117
H -23.6220 11.4475 -19.1665
H -25.2740 11.5235 -18.4169
H -23.9207 10.7721 -17.6013
H -25.1675 14.3912 -18.2573
H -23.9937 14.0097 -19.4611
H -23.0590 15.9566 -18.5149
H -22.2808 14.7642 -17.5888
H -24.7613 16.3128 -16.8031
H -22.0702 16.3428 -15.8188
H -23.5707 16.4607 -14.9002
H -23.2295 18.2969 -17.3134
H -22.7953 18.6936 -15.5987
H -24.9824 20.1014 -17.3479
H -24.8614 20.2559 -15.6237
H -26.3590 19.6294 -16.4132
C -29.3227 19.1693 -6.0799
O -29.3348 18.5276 -7.3149
C -28.9829 19.3184 -8.4104
C -29.0524 18.4327 -9.7164
N -27.8977 17.5346 -9.8255
C -27.5304 16.9826 -11.1720
C -28.5606 16.0597 -11.7604
O -28.1466 15.4700 -12.9238
C -28.8185 14.2241 -13.2878
H -29.4406 18.3512 -5.3693
H -30.2801 19.6857 -6.1496
H -28.4260 19.7313 -5.8192
H -28.0203 19.8276 -8.3625
H -29.6354 20.1825 -8.5352
H -28.9601 19.1746 -10.5095
H -30.0194 17.9310 -9.7521
H -28.1951 16.8070 -9.1913
H -26.5856 16.4396 -11.1475
H -27.3172 17.6968 -11.9673
H -29.4783 16.5828 -12.0295
H -28.9793 15.4485 -10.9609
H -28.7426 13.4953 -12.4808
H -28.3043 14.0185 -14.2267
H -29.8321 14.2618 -13.6869
C -32.2483 14.0427 -21.6255
O -31.1857 14.8866 -21.9780
C -30.6027 15.5422 -20.8483
C -29.3804 16.3940 -21.2282
N -28.4949 16.7385 -20.0456
C -29.2667 17.2175 -18.9369
C -28.3686 17.5607 -17.7787
O -27.5350 16.4990 -17.2971
C -28.0086 15.9084 -16.0362
H -32.8583 13.8068 -22.4974
H -33.0133 14.3693 -20.9211
H -31.8444 13.1158 -21.2183
H -30.2803 14.7312 -20.1953
H -31.3033 16.1014 -20.2282
H -29.7280 17.3267 -21.6725
H -28.7544 15.8287 -21.9185
H -27.7675 17.3869 -20.3112
H -29.9538 16.4687 -18.5428
H -29.8593 18.0797 -19.2428
H -29.0446 17.9243 -17.0048
H -27.6702 18.3395 -18.0850
H -28.8390 15.2738 -16.3460
H -28.4519 16.6973 -15.4286
H -27.2304 15.3789 -15.4866
C -24.8369 9.3743 -15.4985
O -25.9207 9.0138 -16.3767
C -25.6457 8.0560 -17.3396
C -26.9481 7.4860 -18.0939
N -26.5591 6.8746 -19.4017
C -27.7772 6.3502 -20.1116
C -28.9638 7.3419 -20.3620
O -29.8722 7.3056 -19.3277
C -30.6490 8.4782 -19.1729
H -25.1236 10.2253 -14.8807
H -23.8858 9.6763 -15.9370
H -24.6720 8.5417 -14.8146
H -25.1181 7.2526 -16.8254
H -24.9682 8.5772 -18.0160
H -27.5649 8.3631 -18.2895
H -27.5534 6.9115 -17.3927
H -26.0990 5.9932 -19.2237
H -28.1604 5.5748 -19.4483
H -27.7951 5.8119 -21.0592
H -29.4623 7.1438 -21.3109
H -28.4045 8.2772 -20.3390
H -31.1680 8.9007 -20.0334
H -30.2149 9.2053 -18.4866
H -31.5781 8.0982 -18.7481
C -20.5814 10.5753 -19.4006
O -19.8151 11.1516 -18.3246
C -20.4989 12.1266 -17.6272
C -19.6572 12.9194 -16.6301
N -18.5412 13.4763 -17.3422
C -17.7483 14.3172 -16.4805
C -16.3373 14.7585 -16.9489
O -16.5965 15.8796 -17.8145
C -15.5095 16.6132 -18.3289
H -19.9874 9.8399 -19.9433
H -20.6616 11.2988 -20.2119
H -21.5563 10.1106 -19.2531
H -21.4057 11.7154 -17.1837
H -21.0423 12.8131 -18.2764
H -19.3489 12.2918 -15.7939
H -20.3063 13.6913 -16.2167
H -18.0013 12.7125 -17.7233
H -17.7368 13.9320 -15.4609
H -18.2997 15.2382 -16.2913
H -15.8076 13.9179 -17.3971
H -15.7490 15.0975 -16.0962
H -14.8756 16.0214 -18.9893
H -14.9191 16.9188 -17.4651
H -15.7116 17.5655 -18.8192
N -25.3769 13.2705 -15.2083
C -24.5678 13.0409 -14.1833
N -23.3134 13.1222 -14.6421
O -24.9129 12.8800 -13.0715
H -26.3283 13.3747 -14.8856
H -24.9004 13.8283 -15.9026
H -22.5150 12.7426 -14.1538
H -23.3308 12.9511 -15.6374
N -20.4866 10.8556 -11.4534
C -21.2256 11.7796 -12.0101
N -21.9011 12.4366 -11.0724
O -21.3590 11.9515 -13.2060
H -20.1832 10.7838 -10.4927
H -19.9633 10.4072 -12.1918
H -22.6504 13.0882 -11.2568
H -21.7134 12.1035 -10.1375


(5)
26
Properties=species:S:1:pos:R:3 method="wB97M-V/def2-TZVPD" e_above_lowest_ev=1.508 max_force_ev_per_a=1.984 charge=+1 e_tot_ha=-592.02671 orbital_gap_ev=12.07 lumo_energy_ev=-2.7
N -1.4004 -0.2831 0.2076
H -1.3745 -1.2749 0.4563
H -2.1482 0.1453 0.7463
H -1.6049 -0.1920 -0.7869
H -0.4649 0.0428 0.4641
H 0.9765 1.1486 -1.1432
H 1.7328 1.2682 -2.5891
O 1.1973 0.7274 -1.9986
H -4.1404 0.0983 -1.0423
H -5.1333 -0.1094 0.1164
O -4.2369 -0.2949 -0.1708
H 0.1020 -0.4634 -2.1312
H -1.1160 -1.2850 -2.7478
O -0.7075 -1.0019 -1.9290
H 1.4075 -1.2931 1.4031
H 0.7381 -2.0179 2.4817
O 0.7209 -1.1376 2.0744
H 1.1601 1.8156 0.7637
H 0.3474 2.9329 0.2167
O 0.3023 1.9697 0.2957
H 2.8652 1.7689 2.4659
H 1.8776 0.4413 2.6569
O 2.1010 1.2640 2.2109
H 1.7636 -0.9857 -1.0884
H 2.7416 -2.0425 -0.6097
O 2.2933 -1.2413 -0.3227


(6)
71
Properties=species:S:1:pos:R:3 method="wB97M-V/def2-TZVPD" e_above_lowest_ev=0.000 max_force_ev_per_a=0.757 charge=-1 e_tot_ha=-4593.21760 orbital_gap_ev="6.49 / 6.38" spin_multiplicity=2 lumo_energy_ev="2.3 / 2.2"
Cu -0.9153 -0.4399 -0.7672
C -2.3603 -6.0662 0.1711
Si -0.5738 -5.7008 0.5196
C -0.0519 -6.8346 1.9192
C 0.5022 -6.0593 -0.9488
C -0.2807 -3.9465 1.1077
C 0.3612 -3.6915 2.3035
C 0.6541 -2.3869 2.7241
C 0.2713 -1.3555 1.9073
N -0.3700 -1.5603 0.7494
C -0.6438 -2.8205 0.3053
S -1.4089 -2.8696 -1.2326
H -2.4696 -7.1128 -0.1335
H -2.7378 -5.4218 -0.6259
H -2.9704 -5.9066 1.0653
H -0.1910 -7.8778 1.6138
H -0.6509 -6.6675 2.8208
H 1.0037 -6.7061 2.1810
H 0.3783 -7.0900 -1.2978
H 1.5529 -5.9073 -0.6860
H 0.2545 -5.3769 -1.7650
H 0.6561 -4.5216 2.9387
H 1.1689 -2.1884 3.6540
H 0.4500 -0.3181 2.1708
S -1.4448 0.8912 -2.4952
C 0.0755 1.1120 -3.3211
C 0.0306 1.9028 -4.5311
N -0.0201 2.5516 -5.4818
C 1.2578 0.6271 -2.8747
S 1.4501 -0.2978 -1.4185
C 2.4669 0.9199 -3.6180
N 3.4510 1.1595 -4.1666
C 2.0101 4.2341 -2.1480
C 2.7295 3.3109 -1.1744
N 3.0689 3.9327 0.1169
C 4.4519 4.3427 0.3356
C 4.8236 5.6119 -0.4219
C 2.1575 4.1727 1.0846
O 2.4073 4.7689 2.1269
C 0.7690 3.6393 0.8523
C -0.2923 4.5075 0.6596
C -1.5648 3.9840 0.5227
C -1.7276 2.6101 0.5918
N -0.7204 1.7604 0.7858
C 0.5031 2.2792 0.9085
H 1.9409 3.7554 -3.1259
H 2.5443 5.1796 -2.2638
H 0.9934 4.4500 -1.8137
H 3.6704 2.9788 -1.6114
H 2.1434 2.4108 -0.9993
H 5.0930 3.5156 0.0256
H 4.5800 4.4966 1.4025
H 4.7510 5.4685 -1.5016
H 5.8505 5.9038 -0.1891
H 4.1596 6.4299 -0.1353
H -0.1171 5.5765 0.6162
H -2.4199 4.6242 0.3498
H -2.7075 2.1611 0.4629
H 1.3191 1.5729 1.0278
C -3.0727 -0.9090 2.4596
C -3.7373 -0.6652 1.1501
N -3.1510 -0.3752 0.0170
C -4.1589 -0.2406 -0.9239
C -5.3650 -0.4596 -0.3423
N -5.0841 -0.7305 0.9834
H -2.0968 -0.4322 2.4601
H -2.9274 -1.9775 2.6363
H -3.6651 -0.4968 3.2782
H -3.9364 -0.0193 -1.9562
H -6.3679 -0.4543 -0.7337
H -5.7503 -0.9576 1.6990


(7)
143
Properties=species:S:1:pos:R:3 method="wB97M-V/def2-TZVPD" max_force_ev_per_a=4.368 charge=+2 e_tot_ha=-6263.46684 orbital_gap_ev="6.14 / 6.12" lumo_energy_ev="-6.9 / -6.9"
Rh 0.1365 0.1489 -0.1131
F 4.5275 2.3258 -2.9881
Ge 3.2622 1.6701 -1.9126
C 4.5000 1.0205 -0.4846
C 5.8444 1.3637 -0.5822
C 6.7868 0.7835 0.2470
C 6.3984 -0.1849 1.1597
C 5.0651 -0.5303 1.2709
C 4.1063 0.0988 0.4728
P 2.3566 -0.2518 0.8960
C 2.3371 0.3403 2.6266
C 3.4033 1.0140 3.2215
C 3.3037 1.4484 4.5301
C 2.1557 1.2063 5.2660
C 1.0729 0.5895 4.6600
C 1.1504 0.1868 3.3400
C 2.5273 -2.0678 0.8426
C 2.6594 -2.9283 1.9245
C 2.9276 -4.2703 1.7007
C 3.0718 -4.7542 0.4102
C 2.9385 -3.8960 -0.6721
C 2.6693 -2.5598 -0.4570
C 2.9268 0.1012 -3.1562
C 4.0803 -0.2645 -3.8387
C 4.0562 -1.2111 -4.8474
C 2.8509 -1.7828 -5.2114
C 1.7029 -1.4561 -4.5152
C 1.7293 -0.5384 -3.4625
P 0.1708 -0.2286 -2.5394
C -0.5288 1.1207 -3.5446
C -1.9108 1.2224 -3.7051
C -2.4390 2.1766 -4.5542
C -1.6022 3.0602 -5.2191
C -0.2319 2.9911 -5.0279
C 0.3049 2.0317 -4.1903
C -0.7514 -1.7200 -3.0354
C -1.5440 -1.8174 -4.1759
C -2.0276 -3.0508 -4.5725
C -1.7059 -4.1977 -3.8639
C -0.9066 -4.1055 -2.7361
C -0.4482 -2.8706 -2.3137
C 2.4101 3.4806 -1.5581
C 3.1725 4.5450 -2.0307
C 2.8667 5.8545 -1.7071
C 1.7835 6.1270 -0.8871
C 1.0028 5.0825 -0.4329
C 1.3032 3.7566 -0.7652
P 0.1076 2.5393 -0.1218
C -1.4326 3.0276 -0.9673
C -1.5684 4.0873 -1.8564
C -2.8123 4.3734 -2.3946
C -3.9200 3.6132 -2.0580
C -3.7788 2.5226 -1.2138
C -2.5359 2.2222 -0.6921
C -0.0344 3.1971 1.5749
C -1.2407 3.5520 2.1685
C -1.2439 4.0904 3.4446
C -0.0532 4.2683 4.1301
C 1.1505 3.9100 3.5413
C 1.1620 3.3644 2.2736
H 6.1530 2.0887 -1.3197
H 7.8235 1.0742 0.1734
H 7.1270 -0.6672 1.7946
H 4.7609 -1.2750 1.9942
H 4.3145 1.2117 2.6794
H 4.1274 1.9870 4.9729
H 2.0939 1.5214 6.2965
H 0.1666 0.4466 5.2263
H 0.2986 -0.2331 2.8147
H 2.5731 -2.5489 2.9332
H 3.0379 -4.9361 2.5429
H 3.2975 -5.7964 0.2458
H 3.0564 -4.2682 -1.6784
H 2.5835 -1.8788 -1.2982
H 5.0130 0.2186 -3.5964
H 4.9676 -1.4790 -5.3589
H 2.7951 -2.4868 -6.0287
H 0.7713 -1.9102 -4.8157
H -2.5690 0.5419 -3.1812
H -3.5062 2.2265 -4.7054
H -2.0147 3.7976 -5.8888
H 0.4287 3.6703 -5.5443
H 1.3792 1.9761 -4.0710
H -1.7482 -0.9482 -4.7810
H -2.6244 -3.1166 -5.4672
H -2.0564 -5.1612 -4.1997
H -0.6291 -4.9943 -2.1897
H 0.1644 -2.7817 -1.4247
H 4.0250 4.3555 -2.6622
H 3.4810 6.6552 -2.0910
H 1.5467 7.1407 -0.5988
H 0.1481 5.2829 0.2015
H -0.7142 4.6885 -2.1263
H -2.9124 5.1999 -3.0809
H -4.8871 3.8533 -2.4720
H -4.6382 1.9133 -0.9760
H -2.3871 1.3519 -0.0542
H -2.1682 3.4482 1.6215
H -2.1786 4.3883 3.8968
H -0.0588 4.6910 5.1218
H 2.0789 4.0718 4.0657
H 2.1005 3.1016 1.7983
C -4.0616 -1.2323 3.8863
C -3.3368 -0.5766 2.7170
C -4.3689 0.1792 1.8813
C -2.3577 0.4684 3.2496
P -2.3566 -1.8189 1.5864
N -1.1941 -1.1445 0.7621
C -3.6327 -2.6656 0.3622
C -4.9280 -3.1097 1.0336
C -2.9379 -3.8765 -0.2510
C -3.9071 -1.6806 -0.7729
C -1.5502 -3.2495 2.6589
C -2.5622 -4.2466 3.2088
C -0.5265 -3.9666 1.7810
C -0.7769 -2.6067 3.8083
H -4.5576 -0.4480 4.4571
H -3.3958 -1.7474 4.5705
H -4.8287 -1.9241 3.5554
H -4.7714 0.9849 2.4929
H -5.2073 -0.4424 1.5852
H -3.9137 0.6311 1.0064
H -2.9275 1.2534 3.7468
H -1.7864 0.9285 2.4418
H -1.6673 0.0630 3.9814
H -4.7651 -3.5928 1.9917
H -5.4132 -3.8387 0.3842
H -5.6290 -2.2934 1.1739
H -2.9713 -4.7469 0.3959
H -1.9125 -3.6339 -0.5030
H -3.4444 -4.1511 -1.1747
H -4.5307 -0.8494 -0.4621
H -4.4349 -2.2077 -1.5681
H -2.9655 -1.3060 -1.1786
H -3.0703 -4.7848 2.4161
H -3.2970 -3.7882 3.8642
H -2.0244 -4.9927 3.7955
H -0.9773 -4.6618 1.0848
H 0.1444 -4.5415 2.4175
H 0.0725 -3.2444 1.2287
H -1.2981 -1.7737 4.2600
H 0.1948 -2.2711 3.4643
H -0.6111 -3.3435 4.5939


Look up the charge of the first one. +3